C44H63ClIN2O10PS | wB97M-V/def2-TZVPD

## Properties
charge: 0
DFT total energy: -4073.72166 Eh
SMILES: CC(=O)N(C)c1c(Cl)c(I)cc2c1Nc1ccc(COc3ccccc3)c(P(C)O)c1S2.CC(C)=O.CC(C)=O.CC(C)=O.CC(C)=O.CC(C)=O.CC(C)=O.CC(C)=O
maximum force: 2.089 eV/Å
multiplicity: 1

Each line ends with the Löwdin charge.
Atoms and positions in Å:
H -3.054 -2.969 7.107  0.0811
C -0.872 -3.240 -0.271  -0.4153
C 6.212 4.278 -8.584  -0.5062
C 2.114 -0.036 3.083  -0.0815
C 8.009 1.998 0.967  -0.4996
H -7.267 0.458 6.163  0.0893
Cl -1.597 2.089 -4.403  0.6646
C -1.342 0.500 -3.727  -0.6163
H -2.869 -3.951 8.572  0.0864
C -1.940 -6.270 7.209  -0.0182
C 2.827 2.685 -0.226  -0.4804
C -2.033 0.165 -2.565  -0.1986
H -2.604 -1.160 1.693  0.1169
H -5.888 1.498 5.705  0.0897
H 4.238 2.504 -1.826  0.0895
H -1.162 -6.755 6.623  0.0837
H 3.436 -2.084 -10.375  0.0859
C 2.241 -1.385 2.873  -0.0089
O 3.608 0.667 -9.010  0.0492
H 1.237 1.514 4.305  0.1032
H 1.605 3.022 -1.955  0.0863
C -0.306 -1.626 -3.837  -0.1767
C 0.491 -4.275 3.149  -0.1654
C 1.681 3.376 -0.925  -0.0169
C -6.985 4.060 3.107  -0.0202
C -6.746 2.706 2.489  -0.5114
C 9.381 1.724 0.401  -0.0244
C -1.846 -1.101 -2.039  -0.1907
C -0.119 -3.941 0.673  -0.3040
C -0.475 -0.358 -4.359  -0.7092
H 0.921 -7.308 -1.119  0.0308
O -4.935 0.306 -2.560  0.0795
C -2.216 1.931 -0.925  -0.0446
H 4.471 3.938 -0.787  0.0919
C -1.745 -2.244 0.071  -0.2597
C -2.051 -4.825 6.795  -0.4868
H 9.546 2.358 -0.468  0.0805
I 0.611 0.188 -6.091  0.8802
H -4.100 0.008 0.333  0.0583
H -7.331 1.330 0.971  0.0612
O 6.443 4.733 -9.681  0.0628
H 6.594 1.503 2.485  0.0818
H -6.812 4.843 2.368  0.0862
C 0.890 -1.811 4.750  -0.0416
H 1.759 -1.574 -10.029  0.0864
H -1.217 2.225 -1.261  0.0709
C -1.187 -2.630 2.338  -0.0205
H -0.676 -6.487 -0.975  0.0393
H -6.299 4.204 3.940  0.0834
H 5.017 5.027 -6.968  0.0834
H -7.450 1.681 4.897  0.0601
H -2.144 1.390 0.024  0.0938
C 0.760 -0.463 4.970  -0.0909
C -4.188 0.729 -1.690  -0.4416
C 1.631 -2.299 3.697  -0.3035
H -5.741 2.410 8.230  0.0848
H -3.281 -2.145 -1.188  0.1580
C -4.690 0.723 -0.242  -0.0043
H -1.677 -6.336 8.266  0.0870
C -0.276 -3.617 2.013  -0.1971
C -0.982 -1.950 -2.696  -0.4257
C -6.829 2.334 8.261  -0.0256
O -1.342 -4.360 5.932  0.0556
H -1.347 -2.378 3.382  0.1201
O -8.163 3.372 6.590  0.0621
N -2.873 1.181 -2.009  -0.0781
N -2.556 -1.499 -0.862  0.0874
H 6.869 2.474 -7.633  0.0856
H 9.457 0.679 0.095  0.0854
H 6.270 2.268 -9.289  0.0790
H -2.761 2.873 -0.807  0.0984
C -7.397 2.477 6.870  -0.5010
H 2.237 -3.596 -0.487  0.0395
H 1.836 4.456 -0.917  0.0878
H 5.116 2.542 -7.976  0.0723
C 3.212 0.000 -9.939  -0.5008
H -8.659 2.313 1.608  0.0892
H 10.145 1.945 1.148  0.0847
C 4.205 2.880 -0.801  -0.0161
C -3.083 -3.983 7.502  -0.0194
O 2.441 -4.541 -0.441  -0.3138
O -5.897 1.956 2.918  0.0465
P 1.102 -5.269 0.265  0.9184
O 1.739 -3.645 3.445  -0.0335
H 6.767 4.960 -6.628  0.0827
C 2.808 -1.441 -9.757  -0.0240
H 2.833 -1.757 2.039  0.1226
H 7.597 0.141 1.955  0.0869
H 0.143 -0.120 5.796  0.1044
H 0.752 3.149 -0.405  0.0652
H -4.079 -4.397 7.338  0.0862
C -6.969 1.459 5.844  -0.0221
C -1.902 -1.937 1.407  0.0126
S -0.709 -3.587 -2.023  1.0616
H -8.008 4.125 3.482  0.0891
H 3.740 0.019 -12.016  0.0863
H -7.120 1.372 8.686  0.0835
H -7.219 3.129 8.894  0.0804
H 4.928 2.332 -0.203  0.0594
H -2.887 -6.783 7.032  0.0866
H 0.582 -5.859 -2.035  -0.0094
O 7.271 2.815 0.467  0.0580
C 0.407 -6.346 -1.066  -0.3130
H -7.460 3.033 0.496  0.0918
H -4.518 1.695 0.237  0.0728
H 6.114 6.216 -7.694  0.0790
C -7.609 2.324 1.312  -0.0188
H -5.748 0.490 -0.189  0.0680
H 0.363 -2.327 -4.323  0.0990
O 2.643 2.003 0.758  0.0567
H 2.587 0.652 2.386  0.0737
C 6.109 2.793 -8.350  -0.0283
H 8.284 1.406 3.009  0.0854
C 3.101 0.577 -11.329  -0.0196
H -0.177 -4.357 4.015  0.0947
H 2.066 0.532 -11.670  0.0861
C 7.597 1.208 2.185  -0.0197
H 3.423 1.616 -11.316  0.0825
C 1.366 0.451 4.129  -0.0882
H 0.730 -5.295 2.841  0.0806
H 2.938 -1.721 -8.713  0.0763
C 6.014 5.177 -7.386  -0.0274
H 0.362 -2.472 5.434  0.1089